one | {
  "formula": "C2H4N2S2",
  "method": "ωB97M-V with the def2-TZVPD basis set",
  "elements": ["H", "N", "C", "S", "H", "H", "N", "C", "S", "H"],
  "xyz": [[2.08, 1.47, 0.54], [1.70, 0.52, 0.73], [1.54, -0.27, -0.24], [0.74, -1.85, -0.01], [1.97, -0.22, -1.23], [0.22, -1.67, 1.25], [-1.45, 0.92, -0.62], [-2.40, 0.29, -0.21], [-3.56, -0.72, 0.02], [-0.85, 1.54, -0.23]],
  "homo_ev": -9.5540,
  "total_charge": 0,
  "smiles": "[H]/N=C/S.N=C=S",
  "multiplicity": 1,
  "e_lumo_ev": 0.6856,
  "orbital_gap_ha": 0.376
}

=====

two | {
  "formula": "C2H4N2S2",
  "method": "ωB97M-V with the def2-TZVPD basis set",
  "elements": ["N", "C", "S", "C", "N", "S", "H", "H", "H", "H"],
  "xyz": [[0.01, -0.81, 1.51], [0.72, 0.20, 0.98], [1.91, 1.05, 1.72], [0.30, 0.59, -0.41], [-0.45, -0.21, -1.05], [-0.81, 0.21, -2.66], [-0.63, -1.27, 0.92], [0.26, -1.16, 2.41], [0.86, 1.43, -0.81], [-2.16, -0.03, -2.62]],
  "homo_ev": -8.7849,
  "total_charge": 0,
  "smiles": "NC(=S)/C=N/S",
  "multiplicity": 1,
  "e_lumo_ev": -0.5587,
  "orbital_gap_ha": 0.302
}

=====

Most stable structure - two; separation to the second - 0.0171 hartree.

=====

one | {
  "formula": "C2H4N2S2",
  "method": "ωB97M-V with the def2-TZVPD basis set",
  "elements": ["S", "N", "N", "S", "C", "C", "H", "H", "H", "H"],
  "xyz": [[1.02, 2.74, -0.12], [0.47, 1.41, 0.53], [0.19, 0.92, 1.59], [-0.30, -0.39, 2.26], [0.18, -0.28, -0.95], [-0.54, -1.23, -0.37], [1.18, -0.24, -1.08], [-0.31, 0.43, -1.51], [-1.57, -1.11, -0.39], [-0.31, -2.24, 0.04]],
  "homo_ev": [-8.4080, -8.4080],
  "total_charge": 0,
  "smiles": "S=NN=S.C=C",
  "multiplicity": 1,
  "e_lumo_ev": [-1.4327, -1.4335],
  "orbital_gap_ha": [0.256, 0.256]
}

=====

two | {
  "formula": "C2H4N2S2",
  "method": "ωB97M-V with the def2-TZVPD basis set",
  "elements": ["N", "N", "C", "C", "S", "S", "H", "H", "H", "H"],
  "xyz": [[-1.69, -0.03, -0.54], [-1.05, -0.78, 0.39], [0.24, -0.74, 0.66], [1.41, 0.06, 0.15], [2.79, -0.74, -0.27], [1.17, 1.82, 0.11], [-0.98, 0.49, -1.20], [-2.42, -0.52, -1.17], [0.64, -1.44, 1.44], [-0.10, 1.87, 0.43]],
  "homo_ev": -8.9941,
  "total_charge": 0,
  "smiles": "N/N=C\\C(=S)S",
  "multiplicity": 1,
  "e_lumo_ev": -0.8992,
  "orbital_gap_ha": 0.297
}

=====

Most stable structure - two; separation to the second - 0.0810 hartree.

=====

one | {
  "formula": "C2H4N2S2",
  "method": "ωB97M-V with the def2-TZVPD basis set",
  "elements": ["H", "N", "C", "N", "C", "S", "S", "H", "H", "H"],
  "xyz": [[-2.44, 1.52, -1.21], [-1.59, 1.41, -0.45], [-1.10, 0.22, -0.22], [-1.79, -0.90, -0.12], [0.34, -0.07, 0.03], [0.82, -1.64, -0.25], [1.32, 1.29, 0.68], [-2.58, -0.89, -0.94], [-1.29, -1.68, -0.27], [0.29, 2.22, 0.72]],
  "homo_ev": -9.0000,
  "total_charge": 0,
  "smiles": "[H]/N=C(\\N)C(=S)S",
  "multiplicity": 1,
  "e_lumo_ev": -1.1673,
  "orbital_gap_ha": 0.288
}

=====

two | {
  "formula": "C2H4N2S2",
  "method": "ωB97M-V with the def2-TZVPD basis set",
  "elements": ["H", "N", "C", "S", "H", "H", "N", "C", "S", "H"],
  "xyz": [[4.01, -1.68, -1.93], [3.30, -1.02, -1.63], [2.63, -1.41, -0.63], [1.22, -0.38, -0.33], [2.62, -2.20, 0.02], [1.23, 0.08, -1.60], [-4.52, 1.60, 1.79], [-3.46, 1.70, 1.19], [-2.20, 1.34, 0.39], [-4.84, 1.98, 2.71]],
  "homo_ev": -9.3367,
  "total_charge": 0,
  "smiles": "[H]/N=C/S.N=C=S",
  "multiplicity": 1,
  "e_lumo_ev": 0.6665,
  "orbital_gap_ha": 0.368
}

=====

three | {
  "formula": "C2H4N2S2",
  "method": "ωB97M-V with the def2-TZVPD basis set",
  "elements": ["N", "C", "S", "N", "C", "S", "H", "H", "H", "H"],
  "xyz": [[1.49, 1.09, -0.15], [0.78, -0.09, -0.05], [1.59, -1.60, -0.09], [-0.61, 0.05, 0.09], [-1.56, -0.86, 0.07], [-3.18, -0.54, -0.13], [2.50, 0.84, -0.09], [1.08, 1.92, 0.18], [-0.98, 1.03, -0.09], [-1.09, -1.83, 0.27]],
  "homo_ev": -8.8387,
  "total_charge": 0,
  "smiles": "NC(=S)NC=S",
  "multiplicity": 1,
  "e_lumo_ev": -0.5713,
  "orbital_gap_ha": 0.304
}

=====

Most stable structure - three; separation to the second - 0.0512 hartree.

=====

one | {
  "formula": "C2H2FNO2",
  "method": "ωB97M-V with the def2-TZVPD basis set",
  "elements": ["C", "C", "N", "O", "O", "F", "H", "H"],
  "xyz": [[-0.49, 0.61, -0.77], [-0.30, -0.76, -0.67], [1.74, -0.28, -1.70], [-1.04, 1.28, -1.61], [2.50, 0.24, -0.99], [-0.81, -1.66, -1.45], [0.20, 1.10, -0.09], [0.33, -1.13, 0.22]],
  "homo_ev": [-9.2185, -9.4000],
  "total_charge": 0,
  "multiplicity": 1,
  "e_lumo_ev": [-0.7633, -1.2375],
  "orbital_gap_ha": [0.311, 0.300]
}

=====

two | {
  "formula": "C2H2FNO2",
  "method": "ωB97M-V with the def2-TZVPD basis set",
  "elements": ["C", "C", "N", "O", "O", "F", "H", "H"],
  "xyz": [[-0.18, -1.02, 0.66], [-0.50, -0.48, -0.59], [-0.03, -1.36, 1.76], [-1.10, 0.66, -0.67], [1.86, 0.39, -0.06], [1.60, 1.71, 0.15], [-0.37, -1.05, -1.53], [-1.29, 1.15, 0.28]],
  "homo_ev": [-10.9471, -8.7212],
  "total_charge": 0,
  "multiplicity": 1,
  "e_lumo_ev": [-1.0785, -1.9254],
  "orbital_gap_ha": [0.363, 0.250]
}

=====

Most stable structure - one; separation to the second - 0.0996 hartree.

=====

one | {
  "formula": "C10H10N2O2",
  "method": "ωB97M-V with the def2-TZVPD basis set",
  "elements": ["O", "C", "C", "C", "N", "C", "O", "N", "H", "H", "H", "H", "C", "C", "C", "C", "C", "C", "H", "H", "H", "H", "H", "H"],
  "xyz": [[0.19, 2.78, 0.75], [-0.50, 2.11, 0.10], [-1.97, 1.99, 0.19], [-2.59, 1.15, -0.69], [-1.90, 0.46, -1.62], [-0.60, 0.85, -1.99], [-0.06, 0.51, -3.07], [0.03, 1.63, -1.14], [-2.70, 2.35, 0.97], [-3.71, 0.81, -0.66], [-2.26, -0.24, -2.30], [0.96, 1.87, -1.31], [-0.11, -1.47, 1.12], [0.57, -0.68, 1.95], [1.98, -0.56, 1.78], [2.60, -1.20, 0.68], [1.85, -1.90, -0.26], [0.50, -2.12, 0.08], [-1.12, -1.83, 1.29], [-0.06, -0.22, 2.76], [2.70, 0.04, 2.44], [3.78, -1.22, 0.60], [2.34, -2.31, -1.12], [0.07, -2.79, -0.55]],
  "homo_ev": -9.2471,
  "total_charge": 0,
  "smiles": "O=c1cc[nH]c(=O)[nH]1.c1ccccc1",
  "multiplicity": 1,
  "e_lumo_ev": 0.5427,
  "orbital_gap_ha": 0.360
}

=====

two | {
  "formula": "C10H10N2O2",
  "method": "ωB97M-V with the def2-TZVPD basis set",
  "elements": ["O", "N", "C", "C", "N", "C", "O", "C", "C", "C", "C", "C", "C", "C", "H", "H", "H", "H", "H", "H", "H", "H", "H", "H"],
  "xyz": [[-4.74, -3.39, 0.13], [-3.99, -4.10, 0.79], [-2.79, -3.76, 1.21], [-1.95, -2.85, 0.58], [-2.14, -2.09, -0.50], [-1.69, -0.98, -0.83], [-1.06, -0.19, 0.04], [-0.66, 1.17, -0.37], [0.82, 1.51, -0.23], [1.21, 2.60, 0.56], [2.64, 2.83, 0.75], [3.56, 2.10, 0.06], [3.06, 1.16, -0.86], [1.68, 0.91, -1.04], [-2.43, -4.34, 2.00], [-0.78, -2.91, 0.81], [-1.73, -0.66, -1.84], [-1.30, 1.94, 0.29], [-1.04, 1.35, -1.41], [0.60, 3.13, 1.23], [3.05, 3.52, 1.57], [4.64, 2.13, 0.30], [3.78, 0.61, -1.45], [1.26, 0.29, -1.80]],
  "homo_ev": [-7.8211, -7.8284],
  "total_charge": 0,
  "smiles": "O=N/C=C\\N=C/OCc1ccccc1",
  "multiplicity": 1,
  "e_lumo_ev": [-0.2808, -0.2835],
  "orbital_gap_ha": [0.277, 0.277]
}

=====

three | {
  "formula": "C10H10N2O2",
  "method": "ωB97M-V with the def2-TZVPD basis set",
  "elements": ["O", "C", "C", "C", "N", "C", "O", "N", "H", "H", "H", "H", "C", "C", "C", "C", "C", "C", "H", "H", "H", "H", "H", "H"],
  "xyz": [[2.15, 0.67, 1.09], [1.12, 1.29, 0.59], [0.09, 2.03, 1.43], [-0.97, 2.42, 0.77], [-1.32, 2.01, -0.51], [-0.31, 1.31, -1.35], [-0.54, 0.73, -2.41], [0.92, 1.13, -0.83], [0.27, 2.22, 2.42], [-1.76, 3.10, 1.23], [-2.28, 1.87, -1.06], [1.63, 0.79, -1.47], [-1.36, -1.45, 0.91], [-0.19, -1.78, 1.59], [1.00, -2.16, 1.02], [1.01, -2.46, -0.43], [-0.23, -2.43, -1.15], [-1.35, -1.74, -0.44], [-2.15, -0.71, 1.14], [-0.04, -1.29, 2.54], [1.98, -2.07, 1.51], [1.92, -2.83, -0.85], [-0.17, -2.88, -2.20], [-2.41, -1.61, -0.89]],
  "homo_ev": -8.9550,
  "total_charge": 0,
  "smiles": "O=c1cc[nH]c(=O)[nH]1.c1ccccc1",
  "multiplicity": 1,
  "e_lumo_ev": 0.3477,
  "orbital_gap_ha": 0.342
}

=====

four | {
  "formula": "C10H10N2O2",
  "method": "ωB97M-V with the def2-TZVPD basis set",
  "elements": ["C", "C", "C", "C", "C", "C", "C", "C", "C", "C", "H", "H", "H", "H", "H", "H", "H", "H", "H", "H", "N", "N", "O", "O"],
  "xyz": [[-2.80, -1.72, -0.19], [-2.29, -0.64, 0.52], [-1.14, -0.81, 1.36], [-0.66, -2.10, 1.47], [-1.19, -3.18, 0.77], [-2.23, -2.98, -0.09], [0.73, 1.00, -1.37], [1.54, 1.94, -2.11], [2.48, 2.68, -1.37], [1.64, 2.01, 0.78], [-3.65, -1.57, -0.77], [-2.74, 0.33, 0.43], [-0.68, 0.02, 1.85], [0.15, -2.29, 2.17], [-0.68, -4.13, 0.76], [-2.58, -3.87, -0.57], [0.44, 0.67, 0.58], [1.63, 1.96, -3.13], [3.10, 3.41, -1.99], [3.81, 2.86, 0.56], [0.94, 1.23, 0.02], [2.57, 2.90, 0.01], [0.09, 0.09, -1.72], [1.52, 2.17, 2.01]],
  "homo_ev": -9.2552,
  "total_charge": 0,
  "multiplicity": 1,
  "e_lumo_ev": -0.2251,
  "orbital_gap_ha": 0.332
}

=====

Most stable structure - one; separation to the second - 0.0513 hartree.